[1]
ORCA calculation (the ωB97M-V functional and the def2-TZVPD basis) on 12 unconnected molecules or ions with the total composition C6H34NO11.

## Properties
Orbital gap (spin up / spin down): 3.14 / 9.36 eV
Multiplicity: 2
Total charge: 0
LUMO level (spin up / spin down): 0.12 / 0.11 eV
Relative energy (zero: lowest compared OMol25 entry of this formula, charge and spin): 0.0 kcal/mol

Each line ends with the natural charge from an NBO analysis.
CARTESIAN COORDINATES (ANGSTROEM)
C -0.38 0.34 0.28  -0.23
C 0.65 0.46 -0.84  -0.47
C 1.23 -0.86 -1.27  -0.07
C 2.54 -1.07 -1.32  -0.36
C 0.32 -3.16 -1.31  -0.41
C 0.25 -1.89 -1.69  -0.21
N 0.21 0.01 1.60  -0.75
H -1.09 -0.44 0.03  0.21
H -0.92 1.27 0.38  0.23
H 1.42 1.17 -0.57  0.22
H 0.13 0.93 -1.68  0.23
H 3.24 -0.31 -1.02  0.21
H 2.95 -2.01 -1.65  0.20
H 1.09 -3.53 -0.64  0.20
H -0.39 -3.88 -1.67  0.20
H -0.55 -1.56 -2.35  0.21
H 0.65 0.82 2.02  0.44
H 0.96 -0.72 1.57  0.46
H -0.56 -0.37 2.23  0.46
H -2.31 -1.58 2.23  0.51
H -2.69 -0.11 2.47  0.51
O -2.07 -0.81 2.78  -1.00
H -2.01 -2.95 0.13  0.48
H -3.12 -1.88 -0.01  0.51
O -2.66 -2.45 0.63  -0.99
H -1.64 3.94 -2.42  0.43
H -0.36 3.13 -2.72  0.25
O -1.20 3.09 -2.21  -1.26
H 0.91 3.33 -1.67  0.40
H -0.11 4.09 -0.80  0.48
O 0.77 3.68 -0.76  -1.08
H -2.27 1.80 -2.57  0.52
H -2.69 0.76 -3.66  0.48
O -2.89 1.05 -2.76  -1.02
H -3.81 0.54 0.62  0.51
H -4.47 1.28 1.84  0.48
O -3.63 1.02 1.45  -0.99
H 1.31 3.03 0.68  0.52
H 1.56 3.36 2.15  0.49
O 1.58 2.63 1.53  -1.03
H -4.77 -0.67 -1.18  0.49
H -3.47 0.11 -1.60  0.53
O -3.88 -0.45 -0.88  -1.02
H 3.12 -0.50 1.90  0.51
H 2.93 -2.06 1.75  0.51
O 2.55 -1.25 2.15  -1.02
H 3.09 1.69 1.45  0.51
H 4.48 1.44 2.09  0.48
O 3.85 1.07 1.44  -0.99
H 4.79 -3.53 1.26  0.48
H 3.55 -4.40 1.49  0.48
O 3.84 -3.57 1.09  -0.95

[2]
ORCA calculation (the ωB97M-V functional and the def2-TZVPD basis) on 17 unconnected molecules or ions with the total composition C6H34O20.

## Properties
Orbital gap: 7.48 eV
Multiplicity: 1
Total charge: -2
LUMO level: 4.20 eV
Relative energy (zero: lowest compared OMol25 entry of this formula, charge and spin): 0.0 kcal/mol

Each line ends with the natural charge from an NBO analysis.
CARTESIAN COORDINATES (ANGSTROEM)
C 10.40 -12.91 15.38  -0.54
C 10.50 -12.80 16.78  0.46
C 9.79 -11.63 17.46  0.45
O 9.78 -11.56 18.71  -0.79
C 8.93 -10.84 16.68  -0.48
C 8.85 -10.95 15.30  0.44
C 9.61 -12.09 14.57  0.43
O 9.56 -12.15 13.33  -0.75
O 8.17 -10.17 14.62  -0.74
O 11.17 -13.60 17.47  -0.76
H 10.93 -13.73 14.91  0.21
H 8.47 -10.03 17.22  0.21
O 7.41 -14.33 13.07  -0.97
H 8.05 -13.67 13.40  0.49
H 6.94 -13.85 12.38  0.48
O 12.06 -11.17 12.30  -0.97
H 11.72 -10.30 12.04  0.47
H 11.41 -11.52 12.93  0.50
O 13.54 -14.95 16.22  -0.97
H 12.88 -14.56 16.82  0.50
H 13.89 -14.19 15.74  0.46
O 11.75 -13.44 10.45  -1.00
H 11.28 -14.22 10.81  0.49
H 11.65 -12.74 11.12  0.49
O 7.48 -11.02 20.53  -0.99
H 7.04 -11.78 20.92  0.48
H 8.13 -11.42 19.92  0.51
O 8.49 -7.18 17.53  -1.00
H 9.01 -7.63 18.24  0.50
H 7.67 -7.68 17.47  0.48
O 10.27 -16.14 17.85  -0.98
H 10.65 -15.32 17.45  0.50
H 9.53 -16.37 17.27  0.47
O 10.27 -15.53 11.82  -0.96
H 9.97 -15.07 12.61  0.49
H 9.53 -16.08 11.57  0.47
O 12.78 -14.38 19.76  -0.96
H 12.15 -13.83 19.26  0.50
H 12.45 -15.27 19.64  0.46
O 9.11 -8.94 19.73  -1.00
H 8.29 -9.26 20.13  0.49
H 9.45 -9.71 19.24  0.49
O 11.22 -11.13 21.12  -0.97
H 10.62 -10.62 21.67  0.46
H 10.72 -11.28 20.29  0.50
O 9.42 -14.21 19.93  -0.99
H 9.76 -13.39 19.53  0.48
H 9.81 -14.84 19.30  0.48
O 7.36 -7.69 13.40  -0.97
H 7.93 -8.42 13.69  0.51
H 7.94 -6.92 13.39  0.46
O 6.58 -11.59 12.79  -1.00
H 7.43 -11.19 13.08  0.51
H 6.00 -10.84 12.65  0.47
O 6.23 -8.67 16.15  -0.99
H 6.78 -9.38 15.77  0.50
H 6.52 -7.89 15.65  0.48
O 8.76 -11.47 10.37  -0.96
H 7.80 -11.44 10.28  0.46
H 8.89 -11.83 11.26  0.50

What is the total charge in the first record?
0